No. 1
77
Properties=species:S:1:pos:R:3 method="wB97M-V/def2-TZVPD" gap_ev=6.81 charge=-1 e_tot_ha=-1332.302756
C -2.48169 -4.23924 1.03846
C -2.14523 -2.96983 1.83446
C -1.82269 -1.79240 0.90859
C -0.77579 -0.78593 1.43398
C -1.32214 -0.12695 2.71220
C 0.57627 -1.49078 1.66882
N 1.76809 -0.61603 1.71862
C 1.58751 0.78829 1.77255
O 2.91501 1.39998 1.81551
C 2.92998 2.63005 2.37887
C 3.10134 3.72618 1.36681
O 2.85834 2.80604 3.55914
C 0.85517 -2.54515 0.55882
O 1.00517 -2.06628 -0.58811
O 0.90932 -3.72547 0.93761
H -3.07248 -4.94321 1.62456
H -1.55718 -4.73021 0.73698
H -3.01265 -3.96163 0.12680
H -3.00145 -2.73288 2.47043
H -1.30127 -3.20384 2.47889
H -2.74952 -1.22264 0.76598
H -1.52120 -2.14423 -0.07539
H -0.68232 -0.04121 0.64258
H -1.09808 -0.75538 3.57415
H -2.40834 -0.03283 2.65170
H -0.92576 0.87223 2.88127
H 0.50896 -2.03169 2.61405
H 2.40547 -0.85062 0.97191
H 1.10463 1.20828 0.87802
H 1.05179 1.07739 2.67345
H 3.04654 4.69675 1.84787
H 4.06664 3.58411 0.88202
H 2.32240 3.60986 0.61423
C -6.05945 -3.66394 -0.04750
C -6.32652 -4.32901 -1.38814
N -6.73281 -5.71823 -1.26692
C -6.69534 -6.44638 -2.51965
C -7.65898 -6.02051 -3.63597
C -7.88002 -5.96505 -0.41537
C -9.19780 -5.25250 -0.75544
H -5.33407 -4.23510 0.52956
H -5.65074 -2.66567 -0.20714
H -6.96850 -3.55315 0.54695
H -5.40134 -4.31215 -1.96971
H -7.05618 -3.72140 -1.94948
H -6.85251 -7.50624 -2.29897
H -5.67322 -6.37255 -2.90246
H -8.68626 -6.31893 -3.42800
H -7.36595 -6.49737 -4.57383
H -7.64085 -4.94237 -3.79784
H -7.60294 -5.69642 0.60665
H -8.04929 -7.04490 -0.39234
H -9.04055 -4.19678 -0.97979
H -9.87501 -5.30693 0.09976
H -9.70850 -5.70829 -1.60301
C 6.31671 4.72561 -2.67706
C 6.43917 6.08737 -2.00999
N 6.48742 6.00740 -0.56272
C 6.30169 7.28563 0.09721
C 7.36634 8.37121 -0.10994
C 7.51968 5.14725 -0.01160
C 8.97959 5.44760 -0.38047
H 5.46595 4.17365 -2.27674
H 6.16772 4.85275 -3.74994
H 7.21275 4.11885 -2.54307
H 5.55802 6.68017 -2.27022
H 7.30616 6.61682 -2.43946
H 6.18704 7.09786 1.16812
H 5.33818 7.68267 -0.23760
H 8.28248 8.15729 0.43902
H 6.98711 9.32881 0.25306
H 7.61929 8.49760 -1.16326
H 7.29739 4.12084 -0.31171
H 7.41105 5.15588 1.07541
H 9.09781 5.64029 -1.44783
H 9.60266 4.58579 -0.13398
H 9.37779 6.30182 0.16555

No. 2
84
Properties=species:S:1:pos:R:3 method="wB97M-V/def2-TZVPD" gap_ev=6.78 charge=+1 e_tot_ha=-2299.605986
C -0.81010 -0.98429 -0.07273
O -1.80453 -0.82149 -1.13091
B -1.85862 0.39394 -1.71643
O -0.78331 0.93988 -2.32848
C -3.29359 1.13143 -1.66527
C -3.57106 2.09614 -0.68796
S -2.23193 2.45382 0.41907
C -4.81711 2.68691 -0.63831
C -5.16161 3.79923 0.28908
C -4.70661 5.17049 -0.29722
O -3.43450 5.60147 0.10887
C -5.78394 2.21230 -1.56840
C -7.20271 2.69986 -1.58724
C -8.01125 2.20219 -0.36779
C -9.22768 1.35204 -0.75452
O -9.86183 1.84043 -1.92251
N -5.49628 1.31101 -2.48364
N -4.27047 0.82575 -2.50895
I -3.92882 -0.56972 -3.99860
H -0.28197 -0.05437 0.10899
H -0.09625 -1.73623 -0.38834
H -1.34177 -1.30262 0.81588
H -0.86996 1.86919 -2.56553
H -2.82248 2.02056 1.54164
H -4.70143 3.66199 1.26351
H -6.23252 3.88001 0.42425
H -5.46057 5.91901 -0.04755
H -4.66153 5.10611 -1.38260
H -3.40695 5.69305 1.06595
H -7.20289 3.78523 -1.65140
H -7.65423 2.31688 -2.49517
H -7.37248 1.58838 0.27021
H -8.32287 3.03916 0.25259
H -8.93765 0.30544 -0.84813
H -9.94001 1.39814 0.06941
H -9.89309 1.13803 -2.57515
C 4.11911 -2.71538 1.82437
C 2.91076 -2.39061 0.96399
C 3.27792 -1.43947 -0.16618
O 1.86431 -1.82219 1.76016
H 4.52017 -1.80765 2.27910
H 3.84076 -3.39776 2.62880
H 4.91190 -3.17463 1.23452
H 2.49939 -3.30875 0.54585
H 3.65531 -0.49765 0.24179
H 2.40149 -1.21300 -0.77890
H 4.04903 -1.86683 -0.80826
H 2.19352 -0.99600 2.13763
C 9.27522 -2.19138 1.18657
C 8.05172 -1.84087 0.35487
C 8.40268 -0.91923 -0.80286
O 7.04130 -1.25155 1.17429
H 9.71004 -1.28679 1.62080
H 9.00265 -2.85527 2.00680
H 10.03911 -2.68069 0.58137
H 7.60393 -2.75678 -0.03449
H 8.81203 0.02252 -0.42665
H 7.51323 -0.68449 -1.38829
H 9.14328 -1.37412 -1.46153
H 7.39986 -0.43603 1.54066
C -0.05912 -3.88891 -2.52533
C 0.37592 -5.15847 -1.81088
C -0.76278 -6.15836 -1.68644
O 0.88942 -4.82610 -0.52317
H -0.85052 -3.39595 -1.95170
H 0.77639 -3.19190 -2.60683
H -0.43954 -4.09838 -3.52644
H 1.20408 -5.61681 -2.35219
H -1.58476 -5.72648 -1.10789
H -0.42771 -7.05536 -1.16682
H -1.14733 -6.44664 -2.66574
H 0.17789 -4.42076 -0.01519
C 4.16254 2.91091 2.97946
C 2.95030 2.15471 2.46270
C 1.64842 2.83333 2.86551
O 2.98032 0.80478 2.93064
H 4.14967 2.94940 4.07198
H 5.08092 2.40948 2.67575
H 4.18256 3.93363 2.60180
H 3.00196 2.08720 1.37482
H 1.55620 2.86111 3.95434
H 0.79292 2.27895 2.47421
H 1.60421 3.85740 2.49254
H 2.95393 0.81845 3.89385

No. 3
88
Properties=species:S:1:pos:R:3 method="wB97M-V/def2-TZVPD" smiles="CO[C@H](C)CNB(O)N(C)C.O=S1(=O)CCCC1.O=S1(=O)CCCC1.O=S1(=O)CCCC1.O=S1(=O)CCCC1" gap_ev=8.66 e_tot_ha=-3347.180538
C 0.00790 -5.14058 5.38951
O -1.08219 -5.87522 4.86231
C -2.00209 -5.06715 4.13497
C -3.37397 -5.66902 4.37913
C -1.65621 -5.15727 2.63583
N -1.88579 -3.90577 1.87414
B -0.98539 -2.81048 2.09602
O -0.70715 -2.32793 3.36639
N -0.39095 -2.13772 0.90906
C -0.82075 -0.72049 0.97814
C 1.07967 -2.23846 0.88760
H 0.78546 -5.85482 5.64417
H -0.31666 -4.63036 6.29609
H 0.42119 -4.43038 4.67543
H -2.04826 -4.04163 4.49459
H -3.61072 -5.57665 5.43757
H -3.39223 -6.72659 4.13751
H -4.12622 -5.09648 3.84219
H -2.31266 -5.91549 2.21864
H -0.63806 -5.54314 2.55512
H -1.75806 -4.13466 0.89394
H 0.23239 -2.12421 3.48139
H -1.81170 -0.62279 1.41832
H -0.88568 -0.32581 -0.03567
H -0.11985 -0.09820 1.53570
H 1.39147 -2.91965 0.09932
H 1.50714 -1.25989 0.69804
H 1.52180 -2.60271 1.82395
O 3.30530 1.50155 2.86247
S 2.14457 2.16190 2.31788
O 1.30293 1.50336 1.34401
C 1.13394 2.75058 3.67074
C 1.67124 4.14973 3.95887
C 1.89398 4.80510 2.59167
C 2.62450 3.78059 1.71051
H 1.22057 2.06537 4.51107
H 0.10267 2.78590 3.32000
H 0.97759 4.72341 4.57228
H 2.61990 4.08203 4.49601
H 0.93099 5.05612 2.14615
H 2.46153 5.71891 2.67355
H 2.34120 3.86143 0.66409
H 3.70552 3.86124 1.80833
O 3.23862 7.57885 4.59801
S 2.06722 8.23328 4.07019
O 1.23353 7.58036 3.08958
C 1.05772 8.79272 5.43602
C 1.58225 10.19202 5.74258
C 1.79347 10.86737 4.38103
C 2.52975 9.86565 3.48201
H 1.15551 8.09753 6.26667
H 0.02466 8.82247 5.09056
H 0.88670 10.74924 6.36786
H 2.53372 10.12457 6.27430
H 0.82459 11.11335 3.94230
H 2.35511 11.79542 4.47341
H 2.24076 9.95741 2.43823
H 3.61019 9.95574 3.57621
O -2.09019 0.94222 -6.02340
S -2.34348 -0.23168 -5.22169
O -3.62178 -0.89789 -5.25976
C -1.03772 -1.41746 -5.50697
C 0.02983 -1.05512 -4.48021
C -0.72378 -0.77315 -3.17378
C -1.90990 0.13624 -3.51657
H -0.69202 -1.34160 -6.53460
H -1.44366 -2.40664 -5.32073
H 0.75627 -1.85808 -4.36420
H 0.56648 -0.15806 -4.79878
H -1.08912 -1.71242 -2.75369
H -0.07943 -0.31112 -2.42659
H -2.77327 -0.05519 -2.88435
H -1.63956 1.18924 -3.46335
O 0.54200 -3.72286 -7.41600
S -0.64931 -4.53587 -7.40854
O -1.69861 -4.32724 -6.44392
C -1.35354 -4.53498 -9.05180
C -0.67333 -5.70697 -9.75269
C -0.65439 -6.85151 -8.73050
C -0.17139 -6.26729 -7.39667
H -1.16617 -3.57393 -9.52488
H -2.42549 -4.70105 -8.94994
H -1.20075 -5.98603 -10.66343
H 0.34904 -5.43589 -10.02485
H -1.66350 -7.25121 -8.61361
H -0.01384 -7.67092 -9.05296
H -0.63435 -6.75337 -6.54190
H 0.91231 -6.30983 -7.30567